[1]
41
Properties=species:S:1:pos:R:3 method="wB97M-V/def2-TZVPD" e_above_lowest_ev=0.000 smiles=CSc1nc(NC[C@@H](C)O)c2c3c(sc2n1)CN(C)CC3 lumo_energy_ev=0.5
C 4.585 -0.254 -2.632
H 5.595 -0.157 -3.014
H 3.989 -0.873 -3.294
H 4.594 -0.666 -1.629
S 3.909 1.434 -2.567
C 2.500 1.214 -1.567
N 1.867 2.325 -1.244
C 0.819 2.161 -0.454
C 0.378 0.926 0.057
C 1.113 -0.194 -0.406
N 2.158 -0.023 -1.217
N 0.796 -1.455 -0.043
H -0.103 -1.589 0.387
C 1.485 -2.634 -0.515
H 2.561 -2.451 -0.451
H 1.222 -3.455 0.154
C 1.153 -3.023 -1.974
C -0.341 -2.854 -2.270
H -0.936 -3.444 -1.578
H -0.546 -3.186 -3.284
H -0.629 -1.807 -2.193
O 1.944 -2.301 -2.882
H 2.003 -1.386 -2.551
H 1.429 -4.075 -2.118
C -0.753 1.079 0.917
C -1.154 2.371 1.007
S -0.171 3.480 0.082
C -2.313 2.847 1.812
N -3.146 1.723 2.198
C -4.219 2.144 3.071
H -4.806 2.908 2.564
H -4.864 1.292 3.280
H -3.857 2.557 4.026
C -2.339 0.664 2.773
C -1.477 0.016 1.686
H -2.126 -0.550 1.011
H -0.769 -0.668 2.161
H -1.687 1.044 3.580
H -3.007 -0.087 3.202
H -1.938 3.403 2.696
H -2.917 3.543 1.221

---

[2]
17
Properties=species:S:1:pos:R:3 method="wB97M-V/def2-TZVPD" e_above_lowest_ev=5.951 lumo_energy_ev=0.6
C -0.778 0.272 0.364
C 0.208 0.673 -0.621
C 0.878 -0.653 -0.290
C 0.092 -0.688 1.019
H -2.282 -0.105 -1.256
H -2.630 -0.573 0.438
H -0.921 1.062 1.080
H -0.077 1.009 -1.602
H 2.057 1.673 -0.216
H 2.028 -0.411 -0.367
H -0.360 -1.743 -1.349
H -0.201 -1.567 1.798
H 1.349 0.891 1.034
N -1.866 -0.469 -0.337
O 0.924 1.832 -0.077
O 0.534 -1.475 -1.360
O 1.046 0.271 1.743

---

[3]
26
Properties=species:S:1:pos:R:3 method="wB97M-V/def2-TZVPD" e_above_lowest_ev=6.544 total_charge=+1 smiles=CO[N+](OC)(OC)C(C)C lumo_energy_ev=-2.4
C 1.617 -1.411 -1.066
C 2.143 0.351 0.620
C -1.183 -0.292 2.165
C -2.274 -1.040 -0.791
C -0.384 2.181 -0.854
C 1.215 -0.036 -0.496
N -0.114 0.012 0.000
O -0.236 -0.685 1.177
O -0.939 -0.535 -1.064
O -0.567 1.281 0.292
H 1.909 -2.008 -0.154
H 0.826 -1.706 -1.833
H 2.496 -1.175 -1.625
H 2.238 1.336 0.950
H 3.195 0.067 0.431
H 1.879 -0.108 1.490
H -1.961 0.328 1.949
H -0.552 0.259 3.048
H -1.648 -1.290 2.480
H -2.713 -1.197 -1.787
H -2.840 -0.286 -0.285
H -2.308 -2.002 -0.239
H -1.239 2.903 -0.729
H -0.319 1.637 -1.665
H 0.443 2.790 -0.602
H 1.317 0.625 -1.412

---

[4]
141
Properties=species:S:1:pos:R:3 method="wB97M-V/def2-TZVPD" smiles="NC[C@@H](O)C[C@@]1(CCCF)C(=O)O[C@@H](Cl)[C@@H]1CCCC(=O)O.O=C1c2ccccc2C(=O)c2ccccc21.O=C1c2ccccc2C(=O)c2ccccc21.O=C1c2ccccc2C(=O)c2ccccc21.O=C1c2ccccc2C(=O)c2ccccc21" lumo_energy_ev=-1.1
N 1.492 -6.159 0.341
C 1.150 -6.901 -0.884
C 1.226 -5.994 -2.125
O 2.009 -6.603 -3.164
C -0.135 -5.711 -2.778
C -0.933 -4.455 -2.286
C -0.053 -3.403 -1.574
C -0.768 -2.129 -1.073
C -0.436 -1.753 0.363
F 0.838 -1.173 0.393
C -1.410 -3.738 -3.566
O -0.713 -3.286 -4.424
O -2.761 -3.639 -3.612
C -3.317 -3.973 -2.354
Cl -4.869 -4.798 -2.616
C -2.283 -4.834 -1.630
C -2.411 -4.804 -0.095
C -2.355 -6.186 0.563
C -3.561 -7.082 0.252
C -4.686 -7.071 1.257
O -5.641 -7.803 1.199
O -4.554 -6.142 2.227
H 1.536 -6.798 1.127
H 0.752 -5.499 0.562
H 0.168 -7.384 -0.820
H 1.884 -7.701 -1.009
H 1.726 -5.073 -1.825
H 2.921 -6.658 -2.859
H -0.762 -6.597 -2.658
H 0.070 -5.614 -3.845
H 0.530 -3.844 -0.762
H 0.683 -3.103 -2.325
H -0.443 -1.274 -1.675
H -1.853 -2.177 -1.180
H -0.402 -2.628 1.020
H -1.147 -1.034 0.775
H -3.573 -3.063 -1.810
H -2.520 -5.857 -1.940
H -1.607 -4.200 0.329
H -3.343 -4.299 0.188
H -2.281 -6.040 1.642
H -1.434 -6.687 0.255
H -3.263 -8.126 0.134
H -4.030 -6.795 -0.695
H -5.356 -6.215 2.771
C -7.448 2.732 1.787
C -7.412 3.945 1.110
C -6.891 4.012 -0.170
C -6.398 2.865 -0.778
C -6.422 1.647 -0.091
C -6.954 1.585 1.190
C -5.854 0.412 -0.698
O -5.859 -0.647 -0.106
C -5.246 0.524 -2.056
C -4.649 -0.596 -2.618
C -4.065 -0.521 -3.872
C -4.090 0.678 -4.578
C -4.680 1.801 -4.022
C -5.248 1.730 -2.756
C -5.835 2.963 -2.154
O -5.840 4.011 -2.763
H -7.858 2.683 2.788
H -7.784 4.842 1.586
H -6.850 4.950 -0.705
H -6.969 0.637 1.709
H -4.653 -1.522 -2.064
H -3.597 -1.397 -4.303
H -3.642 0.736 -5.561
H -4.693 2.743 -4.552
C -0.078 7.312 3.843
C -1.463 7.389 3.941
C -2.263 6.595 3.137
C -1.682 5.723 2.224
C -0.291 5.653 2.117
C 0.505 6.446 2.934
C 0.364 4.747 1.131
O 1.571 4.679 1.047
C -0.518 3.931 0.248
C 0.061 3.106 -0.709
C -0.743 2.335 -1.533
C -2.127 2.380 -1.401
C -2.707 3.198 -0.447
C -1.907 3.980 0.375
C -2.561 4.868 1.379
O -3.768 4.891 1.501
H 0.546 7.926 4.481
H -1.917 8.070 4.649
H -3.341 6.641 3.207
H 1.581 6.376 2.845
H 1.138 3.078 -0.799
H -0.292 1.699 -2.283
H -2.751 1.774 -2.043
H -3.780 3.245 -0.326
C 7.460 -7.225 -8.477
C 8.442 -6.726 -7.628
C 8.109 -5.814 -6.641
C 6.793 -5.393 -6.502
C 5.809 -5.886 -7.361
C 6.148 -6.807 -8.345
C 4.392 -5.433 -7.252
O 3.538 -5.871 -7.992
C 4.065 -4.422 -6.206
C 2.761 -3.955 -6.105
C 2.432 -3.023 -5.136
C 3.406 -2.560 -4.257
C 4.709 -3.021 -4.352
C 5.045 -3.950 -5.328
C 6.455 -4.421 -5.422
O 7.302 -4.030 -4.647
H 7.722 -7.941 -9.245
H 9.469 -7.050 -7.738
H 8.861 -5.422 -5.971
H 5.375 -7.185 -9.000
H 2.011 -4.332 -6.786
H 1.415 -2.667 -5.056
H 3.147 -1.838 -3.493
H 5.475 -2.667 -3.675
C 1.590 9.126 10.884
C 2.615 8.582 11.651
C 3.685 7.956 11.038
C 3.734 7.865 9.652
C 2.700 8.402 8.883
C 1.632 9.036 9.504
C 2.714 8.297 7.397
O 1.819 8.768 6.726
C 3.857 7.584 6.760
C 3.874 7.433 5.378
C 4.926 6.776 4.766
C 5.973 6.272 5.530
C 5.963 6.419 6.907
C 4.904 7.070 7.527
C 4.904 7.196 9.013
O 5.822 6.768 9.679
H 0.757 9.620 11.367
H 2.576 8.649 12.731
H 4.491 7.533 11.622
H 0.841 9.453 8.896
H 3.057 7.836 4.794
H 4.934 6.656 3.690
H 6.797 5.762 5.049
H 6.769 6.029 7.513

---

[5]
23
Properties=species:S:1:pos:R:3 method="wB97M-V/def2-TZVPD" e_above_lowest_ev=4.068 smiles="C=[P@@H](C)OC(C)(C)C" lumo_energy_ev=0.7
C 0.557 0.569 -3.419
C -1.165 -0.048 1.653
C 1.377 0.416 1.304
C -0.334 2.181 1.097
C 0.385 -2.227 -1.361
C -0.102 0.653 0.834
O -0.119 0.405 -0.610
P -0.359 -0.580 -1.816
H 0.021 1.555 -3.199
H 0.056 0.136 -4.301
H -1.707 -0.731 1.020
H -0.851 -0.455 2.562
H -1.800 0.729 2.035
H 1.385 -0.637 1.418
H 1.704 0.696 2.352
H 2.120 0.791 0.660
H -1.264 2.419 0.663
H -0.368 2.334 2.223
H 0.397 2.866 0.627
H 0.146 -2.997 -2.184
H 1.390 -2.147 -1.135
H -0.179 -2.626 -0.539
H -1.630 -1.118 -1.498

---

[6]
17
Properties=species:S:1:pos:R:3 method="wB97M-V/def2-TZVPD" e_above_lowest_ev=3.068 smiles="O=CCCCS.O" lumo_energy_ev=0.5
O -1.153 -2.615 -1.171
C -0.694 -1.788 -0.346
C 0.529 -0.821 -0.816
C -0.041 0.696 -0.988
C -1.332 0.848 -0.199
S -2.129 2.488 -0.453
H -1.111 -1.528 0.777
H 1.353 -0.790 -0.128
H 0.788 -1.148 -1.869
H -0.212 0.937 -2.114
H 0.684 1.368 -0.670
H -2.203 0.245 -0.648
H -1.110 1.024 0.958
H -1.197 3.433 -0.020
H 3.134 -0.563 2.089
H 2.245 -0.756 3.246
O 2.450 -1.029 2.353

---

[7]
22
Properties=species:S:1:pos:R:3 method="wB97M-V/def2-TZVPD" e_above_lowest_ev=0.593 total_charge=+1 lumo_energy_ev=-3.1
N 2.406 2.411 0.379
C 1.555 1.817 1.343
O 0.189 1.488 0.910
H 2.513 1.880 -0.476
H 2.141 3.360 0.142
H 1.954 0.862 1.673
H 1.481 2.492 2.190
H -0.217 2.296 0.568
C -1.421 -2.273 -1.754
C -1.296 -1.169 -0.723
C -1.630 -1.619 0.690
N 0.146 -0.668 -0.716
H -1.149 -1.934 -2.749
H -0.787 -3.113 -1.475
H -2.440 -2.639 -1.783
H -1.866 -0.292 -1.012
H -0.848 -2.275 1.075
H -2.561 -2.181 0.689
H -1.737 -0.776 1.371
H 0.508 -0.520 -1.657
H 0.207 0.238 -0.161
H 0.744 -1.353 -0.256

---

[8]
10
Properties=species:S:1:pos:R:3 method="wB97M-V/def2-TZVPD" e_above_lowest_ev=2.281 smiles=C#C[C@@H]([SiH3])Br lumo_energy_ev=-0.4
C 2.540 -0.556 0.489
C 1.400 -0.416 0.841
C 0.025 -0.586 0.924
Si -0.869 0.146 -0.538
Br -0.752 -2.525 1.283
H 3.429 -0.369 -0.013
H -0.427 -0.085 1.760
H -2.203 0.478 -0.128
H -0.574 -0.723 -1.703
H -0.334 1.486 -0.870

---

[9]
10
Properties=species:S:1:pos:R:3 method="wB97M-V/def2-TZVPD" e_above_lowest_ev=0.920 total_charge=+1 smiles="[NH3+]CC=O" lumo_energy_ev=-4.9
O -0.800 0.137 1.284
C 0.420 0.076 0.953
C 0.777 -0.405 -0.510
N -0.383 0.181 -1.262
H 1.313 0.094 1.703
H 1.711 0.078 -0.833
H 0.864 -1.608 -0.616
H -1.116 0.262 -0.589
H -0.087 1.133 -1.627
H -0.793 -0.344 -2.130

---

[10]
15
Properties=species:S:1:pos:R:3 method="wB97M-V/def2-TZVPD" e_above_lowest_ev=1.582 smiles="CCCN=C=O.[H][H]" lumo_energy_ev=0.9
C 1.597 0.625 -0.048
C 0.494 0.750 -1.095
C -0.909 0.729 -0.489
N -1.227 -0.533 0.146
C -1.194 -1.702 -0.146
O -1.207 -2.868 -0.302
H 2.585 0.604 -0.519
H 1.572 1.473 0.645
H 1.484 -0.293 0.539
H 0.573 -0.061 -1.832
H 0.607 1.692 -1.647
H -1.663 0.935 -1.258
H -1.000 1.508 0.275
H -0.928 -1.201 2.581
H -0.784 -1.658 3.150

---

[11]
16
Properties=species:S:1:pos:R:3 method="wB97M-V/def2-TZVPD" e_above_lowest_ev=0.000 smiles="O=S1(=O)CCC[C@H](F)O1" lumo_energy_ev=-0.2
O -2.460 -0.004 1.774
S -1.468 -0.541 0.670
O -2.238 -1.715 -0.028
C -1.180 0.938 -0.489
C 0.430 1.337 -0.270
C 1.267 -0.050 -0.561
C 1.087 -1.214 0.578
F 1.130 -2.521 -0.120
O -0.054 -1.031 1.488
H -1.249 0.590 -1.622
H -1.901 1.836 -0.288
H 0.756 2.245 -0.964
H 0.574 1.597 0.870
H 0.823 -0.496 -1.568
H 2.414 0.202 -0.728
H 2.068 -1.173 1.258

---

[12]
11
Properties=species:S:1:pos:R:3 method="wB97M-V/def2-TZVPD" e_above_lowest_ev=5.668 lumo_energy_ev=0.1
C -0.259 0.978 -1.025
C -1.609 0.953 -0.628
C -0.859 0.376 0.461
C 0.564 0.759 0.211
N 1.153 -0.540 0.136
N 0.303 -1.531 0.519
C -0.837 -1.007 0.877
H 0.207 0.791 -2.002
H 1.133 1.533 0.728
H 1.884 -0.736 -0.531
H -1.680 -1.577 1.253

---

Result set for max |F|: 0.8 5.2 6.8 0.6 3.4 6.6 0.5 2.7 5.1 0.7 9.5 0.8 eV/A, one per record in the order listed.
Result set for gap between HOMO and LUMO: 8.27 10.14 13.09 8.52 8.31 9.48 10.63 9.57 10.97 11.20 10.28 8.94 eV, one per record in the order listed.
Result set for highest occupied orbital energy: -7.74 -9.51 -15.48 -9.66 -7.61 -9.02 -13.76 -9.97 -15.82 -10.32 -10.44 -8.85 eV, one per record in the order listed.